Entry 1:
95
Properties=species:S:1:pos:R:3:forces:R:3:lowdin_charge:R:1 method="wB97M-V/def2-TZVPD" charge=-1
Tl 1.524 0.744 -1.365 0.272 0.390 -0.085 0.76
O 0.534 0.606 0.846 -0.344 -0.187 -0.111 -0.26
C 0.187 -0.202 1.779 0.085 -0.072 0.154 -0.39
C 0.464 0.171 3.130 0.027 -0.080 0.066 -0.04
C 0.093 -0.589 4.212 0.060 0.019 0.000 -0.12
C -0.559 -1.809 4.033 -0.057 -0.054 0.070 -0.13
C -0.819 -2.225 2.743 0.044 0.078 -0.015 -0.08
C -0.480 -1.465 1.616 0.076 0.184 0.055 -0.10
C -0.808 -2.017 0.304 -0.044 -0.080 -0.232 -0.30
N -0.209 -1.809 -0.852 -0.047 0.041 0.150 0.07
C -0.827 -2.625 -1.765 0.013 0.027 0.040 -0.18
C -1.818 -3.343 -1.170 -0.029 -0.021 -0.065 -0.12
N -1.801 -2.948 0.144 0.023 0.091 0.072 0.09
H 0.985 1.111 3.274 -0.037 0.019 -0.050 0.11
H 0.313 -0.239 5.215 0.035 0.000 -0.004 0.09
H -0.830 -2.426 4.880 -0.005 -0.013 -0.023 0.08
H -1.266 -3.204 2.603 -0.008 -0.007 -0.019 0.10
H -0.507 -2.651 -2.796 -0.084 0.035 -0.018 0.09
H -2.518 -4.067 -1.548 -0.001 0.013 0.010 0.09
H -2.440 -3.235 0.862 -0.037 0.003 0.004 0.14
N 3.361 0.347 0.546 0.274 0.041 0.159 0.06
C 4.535 0.817 -0.037 -0.015 -0.012 0.051 -0.29
C 5.573 -0.070 -0.328 -0.015 -0.023 -0.011 -0.04
C 6.721 0.366 -0.968 -0.095 0.015 0.035 -0.11
C 6.842 1.699 -1.332 0.085 -0.010 -0.045 -0.12
C 5.811 2.582 -1.040 0.027 -0.041 0.034 -0.05
C 4.649 2.173 -0.389 0.039 0.012 -0.069 -0.15
C 3.586 3.167 -0.050 -0.068 0.044 -0.071 -0.24
C 3.995 4.305 0.655 -0.019 0.032 0.015 -0.07
C 3.088 5.300 0.985 -0.022 -0.049 0.015 -0.12
C 1.762 5.148 0.603 0.022 0.067 -0.010 -0.12
C 1.370 4.011 -0.093 -0.141 -0.149 -0.059 -0.15
C 2.243 2.974 -0.442 0.168 -0.239 0.079 -0.19
H 3.402 -0.576 0.954 -0.051 -0.065 -0.056 0.04
H 2.841 1.013 1.105 -0.132 -0.045 -0.080 0.07
H 5.461 -1.109 -0.034 0.010 -0.004 -0.020 0.10
H 7.519 -0.336 -1.177 -0.007 -0.004 -0.015 0.09
H 7.733 2.048 -1.842 -0.019 0.014 0.004 0.09
H 5.898 3.622 -1.331 -0.022 0.012 0.027 0.11
H 5.032 4.399 0.964 0.006 -0.004 -0.022 0.10
H 3.406 6.172 1.545 0.016 0.000 -0.010 0.09
H 1.036 5.915 0.855 -0.015 -0.019 -0.013 0.09
H 0.321 3.928 -0.369 0.006 0.003 0.030 0.06
C -7.366 3.193 -1.792 -0.053 -0.012 0.009 -0.11
C -6.751 3.466 -0.578 0.016 0.020 0.019 -0.09
C -5.583 2.808 -0.219 -0.022 -0.051 -0.034 -0.10
C -5.010 1.867 -1.073 0.114 -0.087 -0.008 -0.37
C -5.657 1.576 -2.274 0.022 0.001 0.040 -0.12
C -6.823 2.235 -2.636 0.030 0.007 -0.022 -0.10
P -3.385 1.014 -0.801 -0.015 0.161 0.021 1.11
C -3.088 1.399 0.968 -0.003 -0.103 -0.082 -0.39
C -3.964 0.813 1.884 -0.009 0.029 -0.005 -0.13
C -3.804 1.012 3.245 0.005 0.021 -0.003 -0.09
C -2.746 1.782 3.709 -0.043 0.009 -0.004 -0.09
C -1.848 2.333 2.809 0.001 0.058 0.024 -0.08
C -2.012 2.143 1.442 -0.075 -0.006 -0.079 -0.08
C -2.329 2.246 -1.671 -0.040 -0.034 -0.018 -0.37
C -2.449 3.619 -1.442 0.055 -0.018 -0.022 -0.10
C -1.669 4.524 -2.139 -0.053 0.051 0.019 -0.09
C -0.740 4.072 -3.068 -0.002 -0.038 -0.036 -0.09
C -0.613 2.714 -3.302 -0.022 -0.032 -0.174 -0.12
C -1.416 1.802 -2.624 -0.122 0.139 0.075 -0.15
H -8.269 3.719 -2.075 -0.007 -0.015 0.012 0.09
H -7.178 4.204 0.090 0.000 -0.006 0.003 0.10
H -5.114 3.026 0.732 0.033 0.023 0.003 0.10
H -5.226 0.828 -2.931 -0.028 0.017 -0.025 0.09
H -7.307 2.004 -3.578 0.013 -0.001 0.003 0.10
H -4.787 0.206 1.519 -0.003 -0.009 0.026 0.10
H -4.497 0.561 3.944 0.004 -0.016 -0.007 0.10
H -2.611 1.934 4.772 0.026 -0.024 -0.002 0.10
H -0.998 2.899 3.169 -0.008 -0.003 -0.045 0.11
H -1.276 2.538 0.756 0.009 0.027 0.038 0.09
H -3.158 3.980 -0.709 -0.034 0.010 0.021 0.10
H -1.776 5.586 -1.953 0.015 -0.013 0.026 0.10
H -0.116 4.776 -3.602 0.020 -0.005 0.021 0.11
H 0.111 2.356 -4.024 0.013 -0.014 0.030 0.10
H -1.336 0.745 -2.848 0.051 -0.053 0.121 0.08
N 2.425 -2.861 -1.859 0.196 -0.134 -0.089 0.09
C 2.355 -3.737 -0.830 0.019 0.152 -0.022 -0.87
S 2.704 -3.279 0.727 0.031 -0.006 0.054 0.69
N 2.015 -4.998 -1.240 -0.022 -0.071 -0.013 0.06
C 1.908 -6.221 -0.556 0.047 -0.039 0.020 -0.24
C 1.725 -6.356 0.818 -0.028 0.095 0.028 -0.05
C 1.634 -7.621 1.379 0.001 -0.057 -0.085 -0.09
C 1.702 -8.763 0.596 0.000 -0.030 0.049 -0.11
C 1.854 -8.630 -0.776 -0.010 0.004 -0.014 -0.11
C 1.956 -7.374 -1.345 0.019 0.030 -0.024 -0.04
H 2.341 -1.873 -1.650 -0.001 -0.018 0.146 -0.02
H 2.047 -3.122 -2.756 -0.079 0.029 0.044 0.09
H 1.942 -5.104 -2.239 -0.051 -0.013 -0.002 0.13
H 1.658 -5.478 1.438 0.026 0.037 -0.008 0.04
H 1.504 -7.711 2.450 -0.010 0.026 0.006 0.10
H 1.636 -9.745 1.047 -0.012 0.009 -0.002 0.09
H 1.900 -9.508 -1.408 0.000 0.008 -0.010 0.10
H 2.082 -7.275 -2.418 0.018 -0.018 0.008 0.11


Entry 2:
103
Properties=species:S:1:pos:R:3:forces:R:3:lowdin_charge:R:1 method="wB97M-V/def2-TZVPD" charge=+1
Y 1.065 1.018 0.069 -1.373 1.416 0.028 1.39
O 4.877 0.000 1.117 0.175 -0.030 0.183 0.13
C 4.113 0.631 0.445 -0.790 0.273 -0.152 -0.55
O 2.956 1.148 0.883 1.616 -0.457 0.338 -0.23
C 4.329 0.903 -1.045 -0.034 -0.180 -0.288 -0.07
C 3.799 2.283 -1.465 -0.192 -0.200 0.024 -0.24
C 4.340 2.677 -2.830 0.078 0.075 -0.078 -0.08
C 3.527 1.765 -3.777 0.106 0.007 -0.066 -0.08
C 2.657 0.995 -2.802 -0.029 0.072 0.291 -0.23
O 2.376 2.006 -1.755 0.430 -0.275 -0.231 -0.18
C 3.474 -0.036 -2.015 0.249 0.174 0.066 -0.07
C 2.600 -1.023 -1.237 -0.359 0.210 -0.066 -0.58
O 3.089 -1.985 -0.693 -0.065 -0.181 -0.018 0.11
O 1.330 -0.660 -1.164 0.775 -0.880 -0.345 -0.20
H 5.396 0.802 -1.232 -0.023 -0.028 -0.114 0.16
H 3.882 3.041 -0.694 -0.069 0.021 0.016 0.15
H 5.415 2.512 -2.886 -0.014 0.009 -0.018 0.13
H 4.148 3.728 -3.038 0.005 0.015 0.023 0.12
H 4.149 1.090 -4.363 0.000 0.022 -0.005 0.13
H 2.922 2.351 -4.465 -0.024 -0.015 -0.001 0.12
H 1.719 0.614 -3.192 -0.042 0.028 0.024 0.15
H 4.118 -0.621 -2.670 0.126 0.047 0.086 0.16
N 1.586 3.631 0.712 -0.248 -0.177 0.126 0.03
C 0.750 4.555 1.457 0.262 -0.078 -0.222 -0.30
C 1.189 5.857 1.684 -0.075 -0.012 0.019 -0.02
C 0.405 6.739 2.403 -0.082 0.005 0.054 -0.06
C -0.822 6.323 2.917 0.112 0.009 -0.062 -0.06
C -1.253 5.032 2.690 -0.076 -0.058 0.012 -0.07
C -0.480 4.135 1.946 -0.081 -0.021 -0.021 -0.32
P -1.064 2.438 1.604 -0.333 0.112 0.438 1.07
C -2.645 2.699 0.729 0.022 -0.039 0.048 -0.38
C -3.623 1.704 0.743 -0.029 -0.152 -0.044 -0.13
C -4.780 1.831 -0.009 0.041 0.064 -0.043 -0.07
C -4.971 2.954 -0.806 0.027 0.001 0.032 -0.07
C -4.002 3.946 -0.833 0.030 -0.032 0.037 -0.06
C -2.848 3.821 -0.070 -0.024 0.070 -0.033 -0.09
C -1.512 1.853 3.281 0.042 0.105 0.024 -0.38
C -0.451 1.441 4.089 0.100 -0.055 -0.003 -0.12
C -0.665 1.038 5.397 -0.066 0.007 -0.021 -0.06
C -1.955 1.028 5.915 0.045 0.002 -0.023 -0.06
C -3.016 1.440 5.125 0.057 -0.011 -0.025 -0.06
C -2.797 1.857 3.817 -0.103 0.042 0.012 -0.09
H 2.070 4.126 -0.030 -0.061 0.004 -0.029 0.09
H 2.316 3.256 1.319 0.022 0.034 -0.018 0.09
H 2.153 6.169 1.300 0.003 0.005 -0.001 0.12
H 0.753 7.748 2.576 -0.006 -0.003 -0.001 0.11
H -1.434 7.007 3.489 0.005 0.002 -0.001 0.11
H -2.209 4.709 3.087 0.017 -0.018 -0.010 0.12
H -3.498 0.819 1.360 0.044 0.012 -0.027 0.10
H -5.539 1.060 0.035 0.006 -0.001 -0.006 0.11
H -5.874 3.059 -1.392 0.008 -0.001 -0.002 0.11
H -4.146 4.827 -1.446 0.002 -0.001 0.001 0.11
H -2.111 4.615 -0.097 0.027 -0.018 0.023 0.11
H 0.564 1.430 3.702 -0.016 0.016 -0.055 0.10
H 0.172 0.727 6.007 -0.006 -0.001 0.004 0.11
H -2.126 0.704 6.933 -0.012 0.006 -0.005 0.11
H -4.021 1.443 5.526 -0.006 0.009 -0.014 0.11
H -3.640 2.191 3.227 0.041 0.021 0.010 0.10
C 1.769 -3.760 3.199 -0.131 0.293 -0.127 -0.06
N 1.094 -2.555 2.719 -0.139 -0.359 0.147 -0.11
C 1.630 -1.557 2.042 0.030 0.209 -0.153 -0.10
N 0.673 -0.704 1.681 -0.182 -0.204 0.404 -0.01
C -0.457 -1.277 2.186 -0.119 -0.054 0.010 -0.21
N -0.256 -2.407 2.812 0.418 0.092 -0.044 0.15
C 1.901 -4.816 2.126 -0.019 -0.037 0.010 -0.18
C 2.799 -5.854 2.343 0.007 -0.049 -0.002 -0.03
C 2.967 -6.849 1.392 -0.025 0.030 -0.015 -0.05
C 2.250 -6.803 0.209 0.085 -0.067 0.095 -0.01
C 1.358 -5.761 -0.013 -0.075 -0.141 -0.333 -0.12
C 1.176 -4.770 0.944 0.031 0.068 0.066 0.04
C 0.637 -5.740 -1.295 0.159 0.336 0.681 -0.29
N 0.702 -6.601 -2.238 -0.454 0.097 -0.748 0.14
N -0.165 -6.130 -3.252 0.572 -0.502 0.468 0.14
C -0.657 -5.040 -2.805 -0.431 0.670 -0.023 -0.30
O -0.206 -4.705 -1.567 0.050 -0.278 -0.145 0.13
C -1.619 -4.151 -3.475 0.211 -0.323 -0.056 -0.12
C -2.026 -4.468 -4.771 -0.045 0.002 -0.075 -0.01
C -2.926 -3.650 -5.427 0.007 0.040 0.067 -0.05
C -3.422 -2.513 -4.797 0.025 -0.029 -0.058 -0.02
C -3.023 -2.198 -3.508 -0.050 -0.078 0.018 -0.20
C -3.579 -0.972 -2.830 0.261 0.248 0.003 -0.06
N -2.520 -0.025 -2.456 -0.379 0.201 -0.242 -0.09
C -1.713 -0.049 -1.408 0.057 -0.040 0.085 -0.15
N -0.890 0.989 -1.446 -0.152 0.133 -0.149 -0.01
C -1.268 1.635 -2.582 -0.053 0.086 -0.098 -0.18
N -2.254 1.060 -3.226 0.110 -0.257 0.245 0.15
C -2.121 -3.025 -2.846 -0.051 0.096 0.080 0.03
H 1.200 -4.101 4.062 -0.024 -0.099 -0.028 0.14
H 2.757 -3.454 3.542 -0.001 -0.015 0.031 0.14
H 2.683 -1.482 1.809 -0.010 0.051 0.002 0.14
H -1.441 -0.841 2.110 0.037 0.021 -0.013 0.11
H 3.378 -5.883 3.259 -0.011 0.003 -0.004 0.12
H 3.669 -7.653 1.569 -0.002 0.005 -0.001 0.11
H 2.380 -7.564 -0.548 -0.017 0.020 -0.011 0.12
H 0.481 -3.963 0.750 0.014 -0.011 -0.012 0.12
H -1.629 -5.353 -5.248 0.010 0.006 0.025 0.12
H -3.241 -3.892 -6.433 -0.002 0.004 0.005 0.11
H -4.119 -1.865 -5.316 -0.001 -0.015 -0.006 0.12
H -4.141 -1.207 -1.926 0.047 -0.086 0.027 0.13
H -4.232 -0.419 -3.500 -0.032 -0.027 -0.004 0.13
H -1.744 -0.818 -0.653 0.052 0.005 -0.001 0.14
H -0.807 2.545 -2.933 -0.004 -0.012 0.019 0.12
H -1.797 -2.803 -1.836 -0.008 -0.005 -0.010 0.11


For each record above, in turn, the calculated E_LUMO values are 2.2619, -2.1266 eV.
For each record above, in turn, the calculated HOMO-LUMO gap values are 6.1, 8.5 eV.
For each record above, in turn, the calculated relative energy (zero: lowest compared OMol25 entry of this formula, charge and spin) values are 1.459, 0.551 eV.